C3LiO6Tb | wB97M-V/def2-TZVPD

LUMO (spin up / spin down)	-5.39 / -7.30	eV
E_HOMO (spin up / spin down)	-0.466 / -0.461	hartree
ΔE to the lowest compared entry with this formula, charge and spin	0.353	eV
orbital gap (spin up / spin down)	7.287 / 5.248	eV
expectation value of S²	16.77
F_max	0.105	Eh/bohr

Geometry as ORCA input:
```
! wB97M-V def2-TZVPD RIJCOSX def2/J DEFGRID3
* xyz 1 8
O 2.02994 1.05227 -0.37374
O -2.93301 0.66459 -0.04118
Li 2.74151 2.70587 -1.46922
Tb 0.53001 0.49328 1.37708
O 0.27889 -1.64161 1.63862
C -0.67017 -1.92914 0.85797
C 2.44325 0.39139 -1.38195
O -3.48147 -1.40728 0.67226
O 3.12740 0.83184 -2.28531
C -2.74788 -0.48571 0.34746
O -1.31846 -0.67549 0.65802
*
```

Atomic partial charges in e from the Mulliken method, atoms 1 to 4: atom 1 (O): -0.72, atom 2 (O): -0.58, atom 3 (Li): 0.88, atom 4 (Tb): 1.59